<a>
{"formula": "CH2N4O", "method": "wB97M-V/def2-TZVPD", "elements": ["O", "C", "N", "N", "N", "N", "H", "H"], "coordinates": [[-2.0025, -0.0964, -0.1228], [-0.8414, -0.1112, 0.1817], [0.2446, -1.1796, 0.0431], [1.3384, -0.7378, -0.0422], [1.2298, 0.6398, -0.2014], [-0.0541, 1.0793, 0.1845], [1.9794, 1.0701, 0.4886], [-0.2221, 1.7563, -0.4845]], "lowdin_charge": [0.095, -0.409, 0.060, -0.019, -0.074, 0.066, 0.174, 0.107], "lumo_ev": 0.0, "spin_multiplicity": 1, "molar_mass_g_mol": 86.054, "orbital_gap_ev": 10.21}


<b>
{"formula": "CH2N4O", "method": "wB97M-V/def2-TZVPD", "elements": ["H", "N", "C", "N", "N", "N", "O", "H"], "coordinates": [[-2.3922, -0.5444, -0.0524], [-1.8879, 0.3098, -0.0300], [-0.6742, 0.2120, -0.1165], [0.2535, 1.3643, -0.0794], [1.3621, 0.8802, -0.0278], [1.3711, -0.4858, -0.1968], [0.0431, -0.8968, -0.0593], [1.9244, -0.8393, 0.5622]], "lowdin_charge": [0.056, 0.182, -0.528, 0.116, -0.004, 0.013, 0.036, 0.130], "lumo_ev": 0.3, "spin_multiplicity": 1, "molar_mass_g_mol": 86.054, "orbital_gap_ev": 10.51}


<c>
{"formula": "CH2N4O", "method": "wB97M-V/def2-TZVPD", "elements": ["O", "N", "C", "N", "N", "N", "H", "H"], "coordinates": [[-1.5717, 1.0378, 0.3641], [-0.5561, 0.1454, 0.1102], [-0.1936, -0.9307, 0.4856], [0.9643, -1.2561, 0.0933], [1.3884, -0.1757, -0.6378], [0.4345, 0.7945, -0.6521], [-1.0423, 1.9975, 0.3975], [-0.8408, -1.2724, 1.3814]], "lowdin_charge": [0.010, -0.215, -0.307, 0.037, -0.007, 0.085, 0.214, 0.184], "lumo_ev": 0.2, "spin_multiplicity": 1, "molar_mass_g_mol": 86.054, "orbital_gap_ev": 11.22}


<d>
{"formula": "CH2N4O", "method": "wB97M-V/def2-TZVPD", "elements": ["H", "N", "C", "N", "N", "N", "O", "H"], "coordinates": [[-2.1089, -0.6149, -1.4875], [-1.7346, -0.3089, -0.5810], [-0.6267, 0.1053, -0.3696], [0.5436, -0.5402, -0.9451], [1.4328, -0.4148, -0.0630], [1.1210, 0.3047, 0.9468], [-0.2417, 0.8123, 0.8119], [1.6145, 0.6565, 1.6875]], "lowdin_charge": [0.088, 0.169, -0.488, 0.079, -0.024, 0.023, 0.029, 0.124], "lumo_ev": 0.7, "spin_multiplicity": 1, "molar_mass_g_mol": 86.054, "orbital_gap_ev": 10.24}


It is <a> that is the most stable of them.